[1]
Below is 7 unconnected molecules or ions with the total composition C28H49N7 in a non-equilibrium geometry, with properties calculated with the ωB97M-V functional and the def2-TZVPD basis.

Atoms and positions in Å:
C1 -2.729 -0.243 -3.371
C2 -4.169 -0.695 -3.709
C3 -5.226 0.048 -2.901
C4 -5.181 -0.345 -1.473
N1 -5.262 -0.774 -0.427
H1 -2.080 -0.879 -3.972
H2 -2.427 -0.419 -2.339
H3 -2.617 0.827 -3.546
H4 -4.226 -1.722 -3.350
H5 -4.451 -0.580 -4.756
H6 -6.209 -0.332 -3.177
H7 -5.120 1.121 -3.059
C5 -5.386 3.443 3.422
C6 -5.573 3.064 1.952
C7 -4.250 2.483 1.383
C8 -3.120 3.507 1.496
N2 -2.197 4.154 1.543
H8 -5.132 2.612 4.080
H9 -6.208 4.027 3.836
H10 -4.573 4.167 3.477
H11 -5.788 3.942 1.342
H12 -6.442 2.422 1.805
H13 -4.248 2.204 0.330
H14 -3.878 1.606 1.913
C9 7.060 -0.455 1.390
C10 7.138 -0.803 -0.129
C11 6.014 -0.282 -0.981
C12 4.737 -0.083 -0.266
N3 3.718 0.048 0.291
H15 6.159 -0.856 1.853
H16 6.902 0.615 1.519
H17 7.882 -0.759 2.039
H18 7.131 -1.885 -0.260
H19 8.065 -0.415 -0.552
H20 5.878 -1.118 -1.667
H21 6.293 0.628 -1.511
C13 1.458 3.030 1.730
C14 1.116 3.732 3.069
C15 1.730 2.994 4.232
C16 1.312 1.582 4.320
N4 1.013 0.486 4.476
H22 1.290 3.713 0.897
H23 0.768 2.220 1.494
H24 2.465 2.624 1.638
H25 0.035 3.661 3.190
H26 1.379 4.781 2.934
H27 1.406 3.378 5.200
H28 2.814 3.097 4.193
C17 -1.230 -0.127 0.485
C18 0.263 -0.417 0.280
C19 0.411 -1.590 -0.598
C20 0.336 -1.315 -2.000
N5 0.335 -1.120 -3.159
H29 -1.858 -0.994 0.691
H30 -1.646 0.450 -0.341
H31 -1.363 0.539 1.337
H32 0.655 -0.738 1.245
H33 0.795 0.464 -0.079
H34 -0.388 -2.244 -0.248
H35 1.357 -2.085 -0.375
C21 -2.773 -7.047 2.087
C22 -3.178 -5.728 2.687
C23 -2.639 -4.605 1.747
C24 -1.194 -4.672 1.533
N6 -0.050 -4.689 1.376
H36 -3.222 -7.890 2.614
H37 -1.699 -7.224 2.138
H38 -2.947 -7.087 1.012
H39 -2.597 -5.522 3.586
H40 -4.264 -5.655 2.645
H41 -2.795 -3.644 2.238
H42 -3.161 -4.495 0.796
C25 3.891 1.959 -3.145
C26 3.272 0.666 -3.814
C27 3.936 0.306 -5.110
C28 4.377 1.440 -5.948
N7 4.613 2.371 -6.538
H43 3.678 2.791 -3.817
H44 4.963 1.850 -2.981
H45 3.348 2.309 -2.267
H46 2.262 0.930 -4.128
H47 3.236 -0.090 -3.030
H48 3.233 -0.319 -5.661
H49 4.769 -0.347 -4.853

The calculation puts the strongest force on any atom at 4.25 eV/A. The SMILES is CCCC#N.CCCC#N.CCCC#N.CCCC#N.CCCC#N.CCCC#N.CCCC#N. The orbital gap comes out at 11.6 eV. The energy above the lowest of the compared OMol25 structures with the same formula, charge and spin is 48.7 kcal per mole.

Mulliken atomic charge list, values in e, 5 entries: -0.672, -0.574, -0.459, 0.253, -0.479

[2]
Below is a molecular structure, C25H21ClMoN4O7, with properties calculated with the ωB97M-V functional and the def2-TZVPD basis.

Atoms and positions in Å:
Mo1 0.324 0.189 0.224
O1 -2.749 -2.031 6.313
N1 -2.277 -2.963 5.694
O2 -2.217 -4.109 6.061
C1 -1.762 -2.661 4.338
C2 -1.839 -3.650 3.428
C3 -1.411 -3.425 2.078
C4 -1.428 -4.403 1.066
C5 -0.974 -4.079 -0.190
C6 -0.510 -2.785 -0.439
N2 -0.490 -1.856 0.504
C7 -0.931 -2.166 1.741
C8 -0.842 -1.130 2.722
N3 -0.307 0.045 2.292
C9 -0.073 1.001 3.181
C10 -0.407 0.854 4.526
C11 -0.999 -0.305 4.963
C12 -1.229 -1.353 4.041
H1 -2.222 -4.618 3.724
H2 -1.792 -5.399 1.285
H3 -0.964 -4.807 -0.988
H4 -0.144 -2.499 -1.417
H5 0.391 1.908 2.814
H6 -0.193 1.661 5.213
H7 -1.276 -0.420 6.000
O3 1.201 1.001 -1.620
Cl1 3.129 -0.300 0.536
O4 3.765 0.320 -0.599
O5 2.150 0.736 1.145
O6 2.082 -1.276 0.048
C13 -4.373 1.634 -2.036
N4 -3.341 1.031 -1.191
C14 -3.639 0.959 0.234
C15 -2.254 0.530 -1.713
O7 -1.324 -0.033 -1.077
H8 -4.524 2.670 -1.739
H9 -5.307 1.086 -1.917
H10 -4.067 1.601 -3.079
H11 -4.517 0.330 0.382
H12 -3.853 1.958 0.609
H13 -2.794 0.539 0.770
H14 -2.181 0.594 -2.801
C16 -1.450 5.808 1.601
C17 -1.965 4.587 2.075
C18 -1.528 3.396 1.555
C19 -0.554 3.368 0.535
C20 -0.064 2.164 -0.052
C21 0.828 2.268 -1.099
C22 1.365 3.460 -1.588
C23 0.920 4.611 -1.001
C24 -0.044 4.600 0.049
C25 -0.509 5.812 0.609
H15 -1.802 6.740 2.021
H16 -2.715 4.592 2.856
H17 -1.937 2.464 1.925
H18 2.177 0.926 -1.674
H19 2.081 3.464 -2.399
H20 1.297 5.566 -1.344
H21 -0.107 6.745 0.236

Its charge is +2. The calculation puts the strongest force on any atom at 0.66 eV/A. The orbital gap (spin up / spin down) comes out at 6.8 / 6.6 eV. As for the spin multiplicity: 3. The energy above the lowest of the compared OMol25 structures with the same formula, charge and spin is 0.0 kcal per mole.

Mulliken atomic charge list, values in e, 5 entries: -0.720, -0.560, 0.964, -0.538, -0.011

Copy entry 2 word for word.
Below is a molecular structure, C25H21ClMoN4O7, with properties calculated with the ωB97M-V functional and the def2-TZVPD basis.

Atoms and positions in Å:
Mo1 0.324 0.189 0.224
O1 -2.749 -2.031 6.313
N1 -2.277 -2.963 5.694
O2 -2.217 -4.109 6.061
C1 -1.762 -2.661 4.338
C2 -1.839 -3.650 3.428
C3 -1.411 -3.425 2.078
C4 -1.428 -4.403 1.066
C5 -0.974 -4.079 -0.190
C6 -0.510 -2.785 -0.439
N2 -0.490 -1.856 0.504
C7 -0.931 -2.166 1.741
C8 -0.842 -1.130 2.722
N3 -0.307 0.045 2.292
C9 -0.073 1.001 3.181
C10 -0.407 0.854 4.526
C11 -0.999 -0.305 4.963
C12 -1.229 -1.353 4.041
H1 -2.222 -4.618 3.724
H2 -1.792 -5.399 1.285
H3 -0.964 -4.807 -0.988
H4 -0.144 -2.499 -1.417
H5 0.391 1.908 2.814
H6 -0.193 1.661 5.213
H7 -1.276 -0.420 6.000
O3 1.201 1.001 -1.620
Cl1 3.129 -0.300 0.536
O4 3.765 0.320 -0.599
O5 2.150 0.736 1.145
O6 2.082 -1.276 0.048
C13 -4.373 1.634 -2.036
N4 -3.341 1.031 -1.191
C14 -3.639 0.959 0.234
C15 -2.254 0.530 -1.713
O7 -1.324 -0.033 -1.077
H8 -4.524 2.670 -1.739
H9 -5.307 1.086 -1.917
H10 -4.067 1.601 -3.079
H11 -4.517 0.330 0.382
H12 -3.853 1.958 0.609
H13 -2.794 0.539 0.770
H14 -2.181 0.594 -2.801
C16 -1.450 5.808 1.601
C17 -1.965 4.587 2.075
C18 -1.528 3.396 1.555
C19 -0.554 3.368 0.535
C20 -0.064 2.164 -0.052
C21 0.828 2.268 -1.099
C22 1.365 3.460 -1.588
C23 0.920 4.611 -1.001
C24 -0.044 4.600 0.049
C25 -0.509 5.812 0.609
H15 -1.802 6.740 2.021
H16 -2.715 4.592 2.856
H17 -1.937 2.464 1.925
H18 2.177 0.926 -1.674
H19 2.081 3.464 -2.399
H20 1.297 5.566 -1.344
H21 -0.107 6.745 0.236

Its charge is +2. The calculation puts the strongest force on any atom at 0.66 eV/A. The orbital gap (spin up / spin down) comes out at 6.8 / 6.6 eV. As for the spin multiplicity: 3. The energy above the lowest of the compared OMol25 structures with the same formula, charge and spin is 0.0 kcal per mole.

Mulliken atomic charge list, values in e, 5 entries: -0.720, -0.560, 0.964, -0.538, -0.011

Q: The highest strongest force on any atom belongs to which entry?
A: C28H49N7